1.
Computed, not measured: C41H35BGeMoN9O4S2 as an isolated structure, with the ωB97M-V functional and the def2-TZVPD basis.

```
94
Properties=species:S:1:pos:R:3
Mo -0.16585 1.23639 -0.43593
C -2.19999 5.25975 -0.31144
C -1.45449 4.24435 0.30201
N -1.09690 3.32953 -0.59421
N -1.60375 3.72844 -1.78601
C -2.27586 4.87809 -1.63763
B -1.48142 2.78475 -3.01884
N 0.01142 2.49244 -3.24353
C 0.81882 2.83429 -4.25675
C 2.09813 2.40545 -3.95692
C 1.98158 1.79119 -2.70778
N 0.72169 1.84657 -2.28774
N -2.22022 1.45982 -2.66156
C -3.38573 1.01893 -3.14386
C -3.83896 -0.01067 -2.34216
C -2.86837 -0.13293 -1.34659
N -1.89040 0.75091 -1.54384
H -2.62738 6.13498 0.15157
H -1.16177 4.13176 1.33664
H -2.75383 5.35152 -2.48262
H -1.98053 3.29709 -3.99091
H 0.42885 3.35727 -5.11790
H 2.98534 2.51584 -4.55970
H 2.72934 1.32960 -2.08348
H -3.81185 1.46820 -4.02934
H -4.74143 -0.59029 -2.45265
H -2.83792 -0.78584 -0.49118
C -0.03559 3.08192 5.27352
C 0.76967 3.53641 4.10215
N 0.91329 2.87792 2.98294
C 1.72141 3.64264 2.18277
C 2.07865 4.80053 2.85139
N 1.45168 4.70872 4.05848
C 2.87791 6.03585 2.60590
O 3.52060 6.15096 1.48102
O 2.91339 6.88716 3.47366
C 2.04203 3.17121 0.79041
O 2.80422 3.84354 0.07853
O 1.52496 2.08044 0.40902
H -0.93221 2.57713 4.91396
H -0.31981 3.92308 5.90760
H 0.52528 2.36602 5.87824
H 1.52955 5.41842 4.76754
H 3.38258 5.31551 0.89006
S -1.64791 1.05740 1.62971
C -0.95693 0.06018 2.86381
N 0.19066 -0.54148 2.92511
C 0.32533 -1.30567 4.08013
C 1.43286 -2.09974 4.38804
C 1.43206 -2.84367 5.56041
C 0.34153 -2.80810 6.43466
C -0.76519 -2.02157 6.14532
C -0.75997 -1.27542 4.96940
S -1.98026 -0.24298 4.30041
H 2.26983 -2.12597 3.69572
H 2.28834 -3.46485 5.80083
H 0.35402 -3.40372 7.34188
H -1.62118 -2.00039 6.81252
C 0.72382 -0.51586 -0.37255
Ge 0.35659 -2.21603 -1.23082
C -1.32371 -3.03568 -0.64816
C -1.77609 -2.78019 0.64997
C -2.94932 -3.35790 1.12673
C -3.68996 -4.20044 0.30475
C -3.24697 -4.47146 -0.98638
C -2.06876 -3.89810 -1.45512
C 0.30845 -1.86228 -3.16935
C -0.88679 -1.81805 -3.89388
C -0.91229 -1.39306 -5.21949
C 0.26199 -1.00316 -5.84917
C 1.45802 -1.02202 -5.14037
C 1.47527 -1.43560 -3.81304
C 1.64118 -3.68130 -0.90759
C 1.58581 -4.33794 0.32817
C 2.41106 -5.42107 0.60722
C 3.31424 -5.87082 -0.34859
C 3.38892 -5.22816 -1.57699
C 2.55972 -4.14371 -1.85247
H 1.71234 -0.57150 0.10406
H -1.21238 -2.10442 1.28709
H -3.28386 -3.13667 2.13528
H -4.60595 -4.65362 0.66934
H -3.81882 -5.13170 -1.62747
H -1.72525 -4.13297 -2.45882
H -1.81631 -2.10632 -3.41559
H -1.85687 -1.35645 -5.75555
H 0.24517 -0.67325 -6.88212
H 2.37626 -0.69169 -5.61526
H 2.41127 -1.39611 -3.26215
H 0.88392 -3.99962 1.08627
H 2.34350 -5.91612 1.56930
H 3.95264 -6.72077 -0.13917
H 4.09482 -5.57117 -2.32483
H 2.61904 -3.67370 -2.82602
```

Expectation value of S²: 2.24
Gap between HOMO and LUMO (alpha / beta) (eV): 6.8599 / 7.3997
LUMO energy (alpha / beta) (eV): 2.41 / 2.41
Relative energy (zero: lowest compared OMol25 entry of this formula, charge and spin) (kcal per mole): 5.09
E_HOMO (alpha / beta) (eV): -4.452 / -4.993
Total charge: -1
Maximum force (eV/Å): 1.9
2S+1: 3


2.
Computed, not measured: ClHN2O as an isolated structure, with the ωB97M-V functional and the def2-TZVPD basis.

```
5
Properties=species:S:1:pos:R:3
N -0.70826 0.54079 0.06938
N 0.33431 -0.04094 -0.01885
O 1.82444 0.99820 -0.02209
Cl -2.17249 -0.41839 0.02544
H 0.72199 -1.07966 -0.05388
```

Gap between HOMO and LUMO (alpha / beta) (eV): 9.0288 / 9.0275
LUMO energy (alpha / beta) (eV): -1.10 / -1.10
Relative energy (zero: lowest compared OMol25 entry of this formula, charge and spin) (kcal per mole): 141.00
E_HOMO (alpha / beta) (eV): -10.130 / -10.129
Maximum force (eV/Å): 5.5


3.
Computed, not measured: C25H33O2STi as an isolated structure, with the ωB97M-V functional and the def2-TZVPD basis.

```
62
Properties=species:S:1:pos:R:3
O 0.03460 2.01572 -1.92886
C 1.23570 2.10692 -2.74314
C 0.74639 3.37068 -3.46947
H 1.26339 1.16956 -3.32715
H 2.14710 2.20757 -2.12233
C -0.52899 3.18635 -2.54236
H 0.57983 3.24963 -4.55639
H 1.34519 4.25799 -3.25571
C -1.72158 2.70154 -3.39135
H -1.34141 1.90429 -4.07265
H -2.08857 3.53815 -3.99817
H -2.51898 2.27376 -2.75008
C -0.81987 4.18049 -1.37256
H 0.10374 4.62882 -0.96560
H -1.25807 3.62738 -0.50690
H -1.53431 4.98261 -1.61099
Ti -0.30503 -0.59039 0.54997
C 0.65129 1.34048 2.59260
C 1.83324 0.63025 2.18022
C 2.34323 1.27559 1.02682
H 2.37137 -0.08310 2.79724
C 1.56165 2.42820 0.78484
C 0.51980 2.47261 1.74190
H -0.16111 3.31667 1.87814
H 0.17120 1.19538 3.57288
H 3.27521 0.99692 0.55818
H 1.81554 3.25953 0.14792
C -1.83051 -0.50944 2.46082
C -2.07338 0.63499 1.67090
C -2.33954 0.24087 0.33524
H -2.24652 1.64988 2.02211
C -2.40007 -1.23296 0.32848
C -1.95112 -1.66487 1.63815
H -1.93889 -2.68178 2.02226
H -1.74555 -0.53377 3.54846
H -2.58879 0.97839 -0.40299
H -2.88737 -1.90095 -0.38456
O 0.03436 -0.95527 -1.54276
C -0.94114 -1.06369 -2.80329
C -0.08620 -1.33175 -4.05424
H -1.68214 -0.25658 -2.93595
H -1.53483 -1.98491 -2.56790
C 0.98172 -2.25746 -3.47168
H 0.42842 -0.51555 -4.56969
H -0.69427 -1.85981 -4.80021
C 0.75404 -2.28223 -1.96661
H 2.01559 -2.03043 -3.77399
H 0.79017 -3.28834 -3.78241
H 1.60197 -2.52577 -1.30873
H -0.04723 -2.99247 -1.71036
S 1.20627 -1.99234 1.31771
C 1.01727 -2.55616 3.04006
C 1.11884 -3.95083 3.19493
C 0.93510 -4.50360 4.44855
C 0.75498 -3.68068 5.55571
C 0.67419 -2.29660 5.41282
C 0.78547 -1.71965 4.14318
H 1.32280 -4.58949 2.33767
H 0.94921 -5.58032 4.52109
H 0.66701 -4.11357 6.54678
H 0.52137 -1.66145 6.27597
H 0.70821 -0.63503 4.03743
```

Gap between HOMO and LUMO (alpha / beta) (eV): 5.6746 / 5.6869
LUMO energy (alpha / beta) (eV): -4.18 / -4.17
Relative energy (zero: lowest compared OMol25 entry of this formula, charge and spin) (kcal per mole): 80.03
E_HOMO (alpha / beta) (eV): -9.857 / -9.855
Total charge: +1
Maximum force (eV/Å): 3.5


4.
Computed, not measured: a 10-piece molecular cluster, C5H29N3O9 overall, with the ωB97M-V functional and the def2-TZVPD basis.

```
46
Properties=species:S:1:pos:R:3
C -2.04946 0.43535 -1.43512
C -1.54604 1.69790 -0.71249
C -0.32549 1.44700 0.09911
C 0.19024 0.24094 0.54767
N 1.38125 0.53220 1.23702
C 1.56489 1.86763 1.20148
N 0.54624 2.45225 0.50523
N -1.00637 -0.09417 -2.38466
H -2.34762 -0.33707 -0.68646
H -2.96625 0.68846 -2.01936
H -1.43264 2.55707 -1.44647
H -2.38725 2.07688 0.00499
H -0.17736 -0.78598 0.46992
H 2.02175 -0.20391 1.62970
H 2.42185 2.38481 1.76355
H 0.37264 3.46501 0.39249
H -1.39749 -0.66124 -3.11855
H -0.48866 0.67795 -2.84285
H -0.29403 -0.66190 -1.89899
H 1.17367 0.95781 -4.20723
H 1.25079 2.44627 -3.95180
O 1.08769 1.66345 -3.50181
H 0.99068 -2.21998 -0.42182
H 0.35882 -3.13254 -1.49274
O 0.35056 -2.23537 -1.11301
H -1.89811 -0.31337 2.52062
H -0.74224 -1.11633 3.17203
O -1.07006 -0.23975 2.99088
H 3.25618 -0.22744 -1.96661
H 2.07384 0.75587 -2.29062
O 2.33109 -0.10081 -1.90247
H 1.45837 -0.95360 -3.18464
H 1.25255 -1.55480 -4.61266
O 0.88333 -0.95954 -3.97093
H 0.12577 2.51671 4.03967
H -0.30513 1.26959 3.17908
O 0.20915 2.09156 3.13345
H -0.29598 -3.43262 3.55715
H 0.44954 -2.46981 4.38959
O 0.15200 -2.57127 3.52077
H 2.74181 -2.60036 1.69462
H 1.31470 -2.33837 2.24608
O 1.92382 -2.08850 1.57529
H -3.88599 0.44800 1.99205
H -3.89453 -1.07440 1.73053
O -3.37249 -0.29956 1.56832
```

Gap between HOMO and LUMO (eV): 10.0435
LUMO energy (eV): -4.98
Relative energy (zero: lowest compared OMol25 entry of this formula, charge and spin) (kcal per mole): 0.00
E_HOMO (eV): -15.025
Total charge: +2
Maximum force (eV/Å): 3.0